DFT (wB97M-V/def2-TZVPD) results for one molecule with the formula C19H21NO4S2 at a distorted geometry.

Geometry as ORCA input:
```
! RIJCOSX wB97M-V def2-TZVPD def2/J DEFGRID3
* xyz 0 1
C 0.7137 -3.1932 -0.7233
C -0.7478 -3.1646 -0.5391
N -1.6542 -2.3801 -0.0270
C -2.9996 -2.5957 -0.6335
C -2.8778 -3.9723 -1.2751
C -1.3956 -4.2505 -1.3601
H 0.9312 -4.2475 -0.9193
H 0.9996 -2.6362 -1.6280
H 1.3470 -2.9079 0.1123
H -3.7566 -2.5601 0.1503
H -3.2497 -1.8119 -1.3709
H -3.3600 -4.6999 -0.6112
H -3.3566 -3.9798 -2.2577
H -1.0073 -4.1757 -2.3833
H -1.1242 -5.2267 -0.9376
C 1.1030 4.2082 -1.8702
C 0.7131 3.1202 -2.6462
C -0.2001 2.1865 -2.1558
C -0.7233 2.3346 -0.8674
S -1.9109 1.1214 -0.2567
C -1.0344 -0.1125 0.6209
C -1.7266 -1.3613 1.0314
S 0.6471 -0.3451 0.5047
C 1.6064 0.7906 1.4833
C 2.5282 1.5911 0.8267
C 3.4532 2.2965 1.5960
C 3.4612 2.1399 2.9858
C 2.5634 1.2829 3.6158
C 1.6188 0.5867 2.8702
O 0.8646 -1.5637 1.3084
O 1.0682 -0.2553 -0.8835
O -2.8003 1.8590 0.6312
O -2.4211 0.4510 -1.4518
C -0.4002 3.4707 -0.1135
C 0.5395 4.3822 -0.6029
H 1.8275 4.9186 -2.2550
H 1.1192 2.9638 -3.6449
H -0.5185 1.3342 -2.7562
H -1.3582 -1.6730 2.0253
H -2.7925 -1.1018 1.1112
H 2.5065 1.6582 -0.2660
H 4.1567 2.9432 1.0931
H 4.1769 2.7001 3.5790
H 2.5864 1.1308 4.6927
H 0.9134 -0.1056 3.3219
H -0.8626 3.6190 0.8648
H 0.8334 5.2312 0.0115
*
```

Properties
relative energy (zero: lowest compared OMol25 entry of this formula, charge and spin): 279.5 kJ/mol
LUMO level: -0.003 Eh
E_tot: -1888.56854 a.u.
gap between HOMO and LUMO: 7.29 eV

And the Mulliken charges, in e, turn out to be:
1. C -1.577
2. C 1.014
3. N 0.424
4. C -0.640
5. C -0.643
6. C -0.725
7. H 0.536
8. H 0.311
9. H 0.343
10. H 0.536
11. H 0.256
12. H 0.253
13. H 0.343
14. H 0.378
15. H 0.355
16. C -0.508
17. C -0.566
18. C -0.167
19. C -0.130
20. S 1.476
21. C -0.043
22. C -1.546
23. S 1.736
24. C 0.055
25. C -0.045
26. C -0.796
27. C -0.435
28. C -0.618
29. C -0.575
30. O -0.862
31. O -0.756
32. O -0.766
33. O -0.712
34. C -0.192
35. C -0.535
36. H 0.396
37. H 0.364
38. H 0.386
39. H 0.271
40. H 0.573
41. H 0.421
42. H 0.425
43. H 0.378
44. H 0.378
45. H 0.408
46. H 0.409
47. H 0.414



DFT (wB97M-V/def2-TZVPD) results for C15H17N3O4S as an isolated structure at a distorted geometry.

Geometry as ORCA input:
```
! RIJCOSX wB97M-V def2-TZVPD def2/J DEFGRID3
* xyz 0 1
C -7.1697 -1.2188 1.5411
C -6.5594 0.1971 1.2959
H -5.8331 0.5328 2.0619
H -7.4798 0.8918 1.2911
O -6.0590 0.2235 -0.1248
C -4.8718 -0.0744 -0.0368
O -4.2484 -0.5854 0.9646
C -4.3441 0.2654 -1.6331
C -2.9074 0.4581 -1.6327
N -2.2341 1.4261 -2.0345
N -1.0084 1.6444 -1.9094
C -0.6179 0.4641 -1.4602
N 0.8375 -0.0559 -1.2595
C 1.2840 -0.9621 -0.5552
O 0.4726 -1.9388 -0.4014
C 2.6622 -1.1929 -0.3153
C 3.5741 -0.2049 -0.1761
C 4.8741 -0.2514 0.0055
C 5.5695 -1.3733 -0.2155
C 4.6318 -2.5355 -0.2333
C 3.2453 -2.4369 -0.5769
H 2.5261 -3.1871 -0.4758
H 5.0974 -3.4518 -0.3400
H 6.4701 -1.5274 0.1340
O 5.7993 0.9760 -0.1169
C 5.4356 2.1545 0.3186
C 4.7996 2.1700 1.7269
H 3.9537 1.8924 1.8750
H 5.4636 2.0701 2.5829
H 4.5410 3.3582 1.9187
H 4.6337 2.5283 -0.4899
H 6.2175 2.7163 0.0630
H 3.1157 0.9732 -0.1271
H 1.4331 0.6991 -1.5133
S -1.7850 -0.8201 -0.8600
H -4.5581 -0.4387 -2.0528
H -4.7946 1.1205 -2.1103
H -7.7477 -1.2952 2.6682
H -6.4031 -1.8704 1.4632
H -8.0156 -1.3404 0.7400
*
```

Properties
relative energy (zero: lowest compared OMol25 entry of this formula, charge and spin): 1281.6 kJ/mol
LUMO level: -0.004 Eh
E_tot: -1444.78211 a.u.
gap between HOMO and LUMO: 8.68 eV

And the Mulliken charges, in e, turn out to be:
1. C -0.984
2. C -0.282
3. H 0.370
4. H 0.283
5. O -0.226
6. C 0.661
7. O -0.632
8. C -1.362
9. C 0.749
10. N -0.119
11. N -0.716
12. C 0.102
13. N -0.192
14. C 0.835
15. O -0.785
16. C 0.484
17. C 0.021
18. C 0.608
19. C -0.861
20. C -0.471
21. C -0.858
22. H 0.486
23. H 0.451
24. H 0.498
25. O -0.469
26. C -0.470
27. C -1.196
28. H 0.504
29. H 0.325
30. H 0.309
31. H 0.220
32. H 0.522
33. H -0.081
34. H 0.262
35. S 0.049
36. H 0.759
37. H 0.282
38. H 0.271
39. H 0.397
40. H 0.254



DFT (wB97M-V/def2-TZVPD) results for a 5-piece molecular cluster, C25H59FN5O2 overall at a distorted geometry.

Geometry as ORCA input:
```
! RIJCOSX wB97M-V def2-TZVPD def2/J DEFGRID3
* xyz 3 1
F 16.8119 22.1387 31.6761
C 16.1652 17.7442 39.6427
C 16.9479 18.9648 39.7054
N 16.3083 20.0597 39.0159
C 16.7570 21.3647 39.0724
C 16.0168 22.1664 38.2122
N 14.9936 21.3156 37.7093
C 15.1332 20.0991 38.3476
C 13.9215 21.6351 36.8205
H 15.2863 17.7842 40.2860
H 16.7866 16.8877 39.9040
H 15.8470 17.4888 38.6319
H 17.8946 18.9191 39.1671
H 17.1729 19.1952 40.7467
H 17.6180 21.5964 39.6818
H 16.2217 23.1561 37.8316
H 14.4906 19.2432 38.2028
H 13.1289 20.8986 36.9528
H 14.1365 21.5706 35.7539
H 13.4372 22.5833 37.0538
C 18.9245 18.4331 33.5125
C 20.1926 17.8235 34.1222
C 21.3347 18.8340 34.2272
C 21.7278 19.5348 32.9497
N 22.5604 20.8498 33.1799
C 21.8938 21.9523 33.9066
C 22.5568 23.2488 33.4794
C 23.0779 23.0318 32.0598
C 22.7784 21.4843 31.8173
C 23.8734 20.5599 33.8983
H 18.6873 19.3951 33.9668
H 18.0595 17.7742 33.4365
H 19.0916 18.7442 32.4813
H 20.4679 16.9479 33.5342
H 19.8145 17.4170 35.0603
H 22.2429 18.3719 34.6141
H 21.0194 19.5683 34.9684
H 20.8136 19.8810 32.4674
H 22.2889 18.9113 32.2536
H 22.1674 21.8686 34.9584
H 20.8156 22.0642 33.7926
H 23.2955 23.6374 34.1804
H 21.8461 24.0752 33.4822
H 24.1544 23.2026 32.0739
H 22.6035 23.6962 31.3376
H 23.4831 20.9750 31.1600
H 21.7903 21.4782 31.3572
H 24.5237 21.4285 34.0018
H 24.3623 19.7042 33.4326
H 23.6267 20.2198 34.9040
C 17.0143 29.1331 30.6289
N 15.5932 29.0052 31.2373
C 14.8676 28.0674 30.3117
C 15.8101 28.3747 32.6322
C 14.9740 30.3735 31.4651
C 14.7511 31.2665 30.2197
O 13.6115 30.7795 29.5604
H 17.4433 28.1317 30.5922
H 17.6357 29.8246 31.1978
H 16.8907 29.5149 29.6154
H 14.9958 28.3881 29.2779
H 13.8425 27.9815 30.6720
H 15.3806 27.1165 30.4554
H 14.8745 28.1356 33.1379
H 16.3777 29.1158 33.1950
H 16.3923 27.4640 32.4922
H 15.4821 30.8788 32.2864
H 14.0055 30.0477 31.8448
H 15.6457 31.3294 29.6002
H 14.5052 32.2982 30.4714
H 13.3108 31.5439 29.0635
C 8.3465 20.5216 31.3232
N 8.3447 20.4976 29.7545
C 7.0539 19.7909 29.2254
C 8.2356 22.0101 29.2985
C 9.5189 19.7596 29.0625
C 10.8755 19.8822 29.7779
O 11.2853 21.2354 29.8000
H 7.4130 20.9110 31.7295
H 9.2144 21.0746 31.6823
H 8.6158 19.5938 31.8279
H 6.1913 20.2315 29.7254
H 7.1230 18.7456 29.5262
H 7.0670 19.8085 28.1356
H 8.1688 21.9684 28.2114
H 9.0624 22.6024 29.6908
H 7.3401 22.3291 29.8318
H 9.5374 20.0412 28.0096
H 9.2453 18.7056 29.0128
H 11.6808 19.2579 29.3908
H 10.7478 19.5088 30.7940
H 12.1642 21.3360 30.1729
*
```

Properties
relative energy (zero: lowest compared OMol25 entry of this formula, charge and spin): 4.9 kJ/mol
LUMO level: -0.202 Eh
E_tot: -1511.03724 a.u.
gap between HOMO and LUMO: 5.61 eV

And the Mulliken charges, in e, turn out to be:
1. F -0.988
2. C -1.497
3. C -0.065
4. N 0.202
5. C -0.460
6. C -0.401
7. N 0.168
8. C -0.112
9. C -0.890
10. H 0.381
11. H 0.368
12. H 0.403
13. H 0.355
14. H 0.317
15. H 0.435
16. H 0.429
17. H 0.328
18. H 0.317
19. H 0.364
20. H 0.357
21. C -1.298
22. C -0.537
23. C -0.488
24. C -0.653
25. N 0.254
26. C -0.647
27. C -0.742
28. C -0.563
29. C -0.720
30. C -0.998
31. H 0.337
32. H 0.384
33. H 0.345
34. H 0.330
35. H 0.330
36. H 0.375
37. H 0.336
38. H 0.360
39. H 0.345
40. H 0.285
41. H 0.550
42. H 0.372
43. H 0.364
44. H 0.279
45. H 0.374
46. H 0.480
47. H 0.387
48. H 0.391
49. H 0.335
50. H 0.425
51. C -0.938
52. N -0.259
53. C -0.848
54. C -0.853
55. C -0.537
56. C -0.543
57. O -0.493
58. H 0.421
59. H 0.355
60. H 0.439
61. H 0.348
62. H 0.329
63. H 0.491
64. H 0.357
65. H 0.411
66. H 0.407
67. H 0.409
68. H 0.435
69. H 0.274
70. H 0.469
71. H 0.326
72. C -0.942
73. N -0.122
74. C -0.859
75. C -0.817
76. C -0.528
77. C -0.564
78. O -0.510
79. H 0.380
80. H 0.401
81. H 0.394
82. H 0.369
83. H 0.419
84. H 0.389
85. H 0.383
86. H 0.278
87. H 0.440
88. H 0.403
89. H 0.411
90. H 0.454
91. H 0.289
92. H 0.329